(1)
DFT (ωB97M-V/def2-TZVPD) results for C22H12F18N2O6S2Ta as an isolated structure.

The geometry in XYZ format:
```
63
Properties=species:S:1:pos:R:3:forces:R:3
F -2.193 -3.607 -1.793 0.00 0.00 0.01
N 0.372 -0.329 -0.045 0.23 -0.16 -0.04
F 0.582 -0.110 -3.287 0.02 -0.01 -0.03
F -3.033 -2.220 -3.228 0.00 0.00 0.00
H 2.793 -1.309 0.512 0.01 0.00 0.00
C 2.261 -3.707 -1.805 0.01 -0.01 0.00
C -0.622 -0.652 -3.466 -0.07 -0.03 0.10
C 1.006 -3.283 -2.234 0.04 -0.01 0.02
C 0.744 2.610 -0.625 -0.16 0.16 0.02
O -2.269 2.579 3.159 0.02 -0.04 -0.05
C 1.347 1.880 0.582 -0.04 0.06 -0.05
H 3.873 -3.251 -0.475 0.00 0.01 0.01
F 2.249 1.469 -2.022 -0.02 0.02 0.01
C 0.177 4.017 -0.226 0.06 -0.02 -0.11
F -1.507 0.364 -3.415 -0.06 -0.04 -0.08
Ta -1.318 0.513 -0.351 -0.03 0.05 0.62
C 2.884 -2.969 -0.814 0.01 -0.02 0.00
H 3.820 -5.185 -1.900 0.00 0.00 0.00
F -3.690 -1.358 0.774 -0.14 0.01 -0.06
C 1.502 -0.009 2.084 0.00 0.00 -0.03
H 1.243 -1.036 2.306 0.00 0.00 0.01
F -5.800 -1.121 1.241 -0.02 0.03 0.05
S -2.692 1.347 2.613 -0.12 0.04 0.03
S -4.540 1.067 0.540 -0.06 0.03 0.10
O -5.708 1.752 0.152 0.08 0.00 -0.01
O -0.430 1.979 -1.120 -0.12 -0.06 0.14
F -1.478 0.024 4.451 -0.04 -0.01 0.02
C 2.135 2.600 1.480 0.00 -0.03 0.04
C 2.916 -4.904 -2.435 -0.02 0.03 -0.01
H 4.094 2.249 4.197 0.01 0.00 0.00
C 0.364 -2.184 -1.685 -0.08 0.06 0.00
C -4.843 -0.755 0.426 0.19 -0.01 -0.13
H 2.388 3.627 1.267 -0.01 0.00 -0.01
C -1.902 -2.796 -2.811 -0.03 0.02 0.03
C -0.934 -1.687 -2.312 0.08 -0.06 -0.05
O -3.347 1.221 -0.352 0.01 -0.11 -0.04
F 1.234 3.174 -2.887 0.01 -0.01 0.01
F 1.113 4.907 0.091 -0.07 -0.03 0.03
F -3.557 0.462 4.892 -0.02 0.04 0.01
N -4.131 1.303 2.032 0.07 -0.02 -0.11
F 2.800 3.469 -1.419 0.01 0.01 0.00
H 2.560 0.298 3.910 0.00 0.00 0.00
F -1.424 -3.529 -3.811 0.00 -0.01 0.00
H 2.240 -5.759 -2.442 0.00 0.00 0.00
C 1.774 2.695 -1.774 0.01 -0.05 -0.04
C 3.413 2.874 3.622 -0.02 -0.01 -0.01
C 1.000 -1.469 -0.645 -0.07 -0.10 -0.08
F -3.055 -1.091 3.468 -0.01 0.02 0.01
C 2.599 2.050 2.666 0.02 0.02 0.02
H 0.539 -3.831 -3.038 -0.01 0.01 0.00
F -5.135 -1.059 -0.821 -0.02 -0.02 0.04
C 2.266 -1.868 -0.245 0.00 0.03 0.04
H 3.188 -4.691 -3.470 0.00 -0.01 0.00
C 1.101 0.528 0.861 -0.04 -0.02 0.00
H 3.993 3.631 3.097 0.00 0.00 0.00
H 2.758 3.387 4.328 0.00 0.00 0.00
C -2.707 0.084 3.966 0.08 -0.05 -0.02
F -0.667 -1.196 -4.668 -0.01 -0.03 -0.02
C 2.243 0.738 2.972 0.01 -0.01 0.02
F -0.547 4.520 -1.218 0.04 -0.03 0.03
O -1.717 -1.011 -1.347 0.14 0.44 -0.05
O -1.694 0.710 1.661 0.04 -0.07 -0.30
F -0.634 3.846 0.834 0.05 0.02 -0.05
```
Positions in Å, forces in eV/Å.

The value obtained for the LUMO energy is -4.43 eV. The total charge is +1. The value obtained for the HOMO energy is -11.9 eV.

(2)
DFT (ωB97M-V/def2-TZVPD) results for C22H12FI2N4O9Te4W as an isolated structure at a distorted geometry.

The geometry in XYZ format:
```
55
Properties=species:S:1:pos:R:3:forces:R:3
C -1.589 -1.949 1.923 -0.12 0.21 0.21
C -4.351 1.830 0.969 0.16 -0.10 0.23
F -0.815 -6.713 -0.312 -0.01 0.00 0.03
W -0.496 -0.110 0.412 -1.34 2.41 1.76
N -3.956 -5.475 0.890 0.00 -0.09 -0.05
H 2.201 1.444 5.278 -0.02 -0.02 0.00
H 2.519 -3.384 1.955 -0.09 -0.09 -0.01
C -1.656 0.835 -2.731 0.30 -0.28 0.32
C -5.332 2.403 0.153 -0.14 0.11 -0.12
Te -0.407 -2.157 -1.764 0.39 -1.35 -1.29
N 1.114 0.528 1.651 -0.75 -0.79 1.11
C -3.711 1.967 -3.190 0.14 -0.05 -0.10
C -2.529 1.443 -3.633 -0.34 0.21 -0.18
Te 2.260 0.038 -4.174 -0.42 0.32 0.02
H -2.530 -3.004 3.541 -0.03 0.06 -0.03
C 1.863 1.172 4.286 0.13 -0.10 0.13
O 1.067 -1.974 0.937 -0.58 0.40 -0.60
C 0.685 1.644 2.295 -0.49 1.03 -0.17
C 0.961 2.005 3.571 0.41 -0.39 -0.14
C -3.117 -6.343 0.191 -0.07 0.05 0.02
C -5.173 2.455 -1.205 -0.10 0.04 0.02
H -4.948 -5.612 0.761 0.01 -0.02 0.01
H -2.254 1.477 -4.678 0.02 -0.01 0.01
H -0.843 -3.435 3.209 -0.03 -0.05 0.05
C -0.196 2.478 1.403 0.40 0.01 -0.08
O -0.173 1.946 0.198 -0.84 -0.43 -0.25
Te 1.487 -0.099 -1.627 0.97 -0.73 0.12
O -0.760 3.484 1.751 0.08 0.01 -0.12
H -0.300 -4.743 1.316 0.00 -0.02 0.00
O -3.552 -7.251 -0.476 -0.01 0.02 -0.04
H 2.941 -0.675 4.237 -0.06 -0.02 0.03
C -1.803 -3.193 2.754 -0.05 -0.02 -0.18
Te 0.291 -3.424 -3.972 -0.08 0.07 0.17
C -3.201 1.284 0.430 -0.25 -0.01 0.20
C -1.713 -6.003 0.377 0.09 -0.02 -0.01
N -1.899 0.747 -1.439 0.08 -0.23 -0.09
H -0.734 0.406 -3.100 -0.04 0.01 -0.02
I -6.685 3.348 -2.351 0.08 -0.05 0.06
N -2.253 -4.304 1.941 -0.08 0.01 0.06
C 1.798 -0.372 2.439 0.26 0.23 -0.03
H -4.409 2.427 -3.877 0.00 0.00 0.00
O 2.461 -2.643 2.571 0.16 0.04 0.04
H -6.219 2.816 0.614 0.00 0.00 -0.02
C -1.337 -5.025 1.204 -0.03 0.06 -0.09
I -4.591 1.787 3.042 0.01 0.01 -0.20
C -3.045 1.316 -0.976 -0.10 0.12 -0.26
C -4.010 1.922 -1.816 0.15 -0.05 0.15
O -2.272 0.747 1.151 1.12 -0.60 0.15
O -4.441 -3.776 2.322 0.01 -0.02 -0.01
O -2.028 -1.855 0.751 0.80 0.03 -0.27
H 0.497 2.890 3.980 0.07 0.05 -0.05
C 2.281 0.006 3.716 0.11 0.01 0.02
O -0.872 -1.032 2.412 -0.09 0.19 -0.49
C -3.615 -4.454 1.753 0.05 0.02 0.13
C 1.766 -1.674 1.939 0.13 -0.18 -0.12
```
Positions in Å, forces in eV/Å.

The value obtained for the LUMO energy (alpha / beta) is 1.23 / 0.79 eV. The expectation value of S² is 2.305. The total charge is -1. As for the multiplicity: 3. The value obtained for the HOMO energy (alpha / beta) is -4.3 / -4.4 eV.

Total energy? In order: -110408.2273, -97318.2843 eV.